# 1
This record from the OMol25 dataset describes 3 unconnected molecules or ions with the total composition C23H42FN3O8P2 in a non-equilibrium geometry. The level of theory is the ωB97M-V functional and the def2-TZVPD basis.

ORCA input file:
```
! RIJCOSX wB97M-V def2-TZVPD def2/J DEFGRID3
* xyz 0 1
C -1.95383 5.14974 4.51887
C -0.88266 4.24926 5.31935
C -0.95812 2.67927 4.95573
N -0.62563 2.38738 3.51951
C 0.83657 2.11182 3.44952
C 1.27940 0.67162 3.79399
C 2.81130 0.27521 3.70829
C 3.80274 1.38015 3.28446
C 3.39290 2.87644 2.96705
N 4.46510 3.77066 2.62164
C 3.90952 5.05585 2.41339
F 4.84438 6.10018 2.08940
C 2.41647 5.46777 2.48466
N 1.38471 4.53891 2.78495
C 1.88772 3.21978 3.05259
H -1.78727 5.09230 3.38630
H -1.77572 6.24142 4.84740
H -3.03772 4.88341 4.76858
H 0.16697 4.66590 5.11110
H -1.09058 4.32608 6.45206
H -0.16382 2.15858 5.60133
H -1.98296 2.20602 5.19222
H -0.88265 3.16318 2.89438
H 0.47872 -0.07826 4.10596
H 3.20637 -0.77150 3.94891
H 4.91342 1.08035 3.20582
H 2.13518 6.55318 2.27192
C -0.08874 -7.30213 1.70570
C -0.49752 -5.98969 1.06622
O 0.17783 -4.89639 1.67326
P 1.55514 -4.25078 0.99729
O 1.02959 -4.20462 -0.44105
O 1.26839 -2.66152 1.35700
C 1.35931 -1.67381 0.33620
C -0.02751 -1.32851 -0.17490
O 2.23380 -4.32716 2.56763
C 2.71402 -5.56938 3.05427
C 3.69036 -6.23442 2.10735
H 0.96533 -7.51626 1.50865
H -0.68371 -8.12883 1.30898
H -0.22043 -7.26583 2.79025
H -0.33047 -6.03517 -0.01138
H -1.56813 -5.83088 1.22234
H 2.01698 -1.99960 -0.47329
H 1.81447 -0.78306 0.77951
H -0.57190 -2.21718 -0.50384
H 0.03068 -0.62636 -1.01019
H -0.62414 -0.87651 0.62217
H 1.87162 -6.22542 3.28442
H 3.21740 -5.36608 4.00347
H 3.22222 -6.45865 1.14275
H 4.06146 -7.16895 2.53377
H 4.54063 -5.57580 1.90739
C -2.70717 3.42952 -7.17667
C -2.34769 1.96046 -7.28257
O -1.62899 1.52913 -6.13503
P -2.39806 0.76222 -4.87360
O -3.23628 -0.19840 -5.72342
O -1.20241 -0.31571 -4.49137
C -1.50097 -1.70149 -4.36444
C -1.11450 -2.43496 -5.63621
O -1.56033 1.82825 -3.82851
C -2.03209 3.15572 -3.67032
C -3.49834 3.21860 -3.29836
H -3.41397 3.59646 -6.35916
H -3.16797 3.78384 -8.10241
H -1.81996 4.03503 -6.97396
H -3.24949 1.37023 -7.45466
H -1.69244 1.81116 -8.14523
H -2.55283 -1.85715 -4.11278
H -0.91278 -2.09121 -3.52837
H -1.58015 -1.98894 -6.51831
H -1.40641 -3.48636 -5.58173
H -0.03406 -2.37892 -5.79298
H -1.82505 3.73067 -4.57565
H -1.43992 3.61066 -2.87157
H -4.12790 2.77462 -4.07715
H -3.81256 4.25447 -3.15268
H -3.68487 2.66039 -2.37621
*
```

Calculated values
**E_LUMO**: -0.050 hartree
**SMILES string**: CCCNc1cccc2nc(F)cnc12.CCOP(=O)(OCC)OCC.CCOP(=O)(OCC)OCC
**Orbital gap**: 6.88 eV

=====

# 2
This record from the OMol25 dataset describes 6 unconnected molecules or ions with the total composition C7H25ClN7O5 in a non-equilibrium geometry. The level of theory is the ωB97M-V functional and the def2-TZVPD basis.

ORCA input file:
```
! RIJCOSX wB97M-V def2-TZVPD def2/J DEFGRID3
* xyz -1 1
Cl -1.31976 0.22688 1.23018
C -1.03072 -1.77766 -2.95608
O -0.91707 -2.84273 -3.57850
N -1.11087 -1.70960 -1.63233
N -1.21086 -0.59507 -3.60009
H -0.94671 -0.83020 -1.16623
H -1.03373 -2.59130 -1.15602
H -1.34011 -0.56550 -4.59332
H -1.23191 0.28500 -3.11710
C 1.21286 3.37740 2.20482
O 1.82261 4.33960 2.69668
N 0.57569 2.51343 3.02193
N 1.05297 3.05621 0.89322
H 0.43863 2.71702 3.99208
H 0.31031 1.62334 2.63220
H 0.34383 2.37542 0.66575
H 1.26814 3.83263 0.28910
C -5.29477 -0.73394 1.08188
O -6.49397 -0.94336 0.87297
N -4.45082 -0.12416 0.22196
N -4.65305 -1.21831 2.17225
H -3.46968 0.01826 0.40625
H -4.94070 0.20730 -0.59205
H -3.65429 -1.11070 2.23768
H -5.22979 -1.74803 2.79964
C 3.35910 -2.78024 -0.26084
C 2.90434 -1.54847 0.49305
C 2.41069 -0.47901 -0.47238
O 3.52541 0.33501 -0.83654
C 3.32433 1.07134 -2.01523
N 1.92581 -1.88219 1.55995
H 4.09323 -2.64200 -1.05512
H 2.54548 -3.28615 -0.79440
H 3.70687 -3.56663 0.41388
H 3.65725 -1.08529 1.13645
H 1.64349 0.16964 -0.03482
H 1.92321 -0.94510 -1.33714
H 2.83020 0.47170 -2.78276
H 4.29982 1.38182 -2.39772
H 2.83011 2.01956 -1.77647
H 1.21500 -1.15683 1.48436
H 1.40410 -2.68911 1.21749
O -2.40846 3.14268 0.95264
H -1.85838 3.38650 0.20456
H -2.02780 2.30085 1.27417
*
```

Calculated values
**E_LUMO**: 0.093 hartree
**Orbital gap**: 9.43 eV
**Energy relative to the best compared isomer or geometry (same formula, charge and spin)**: 0.000 eV

=====

# 3
This record from the OMol25 dataset describes C10H15BN2O in the gas phase in a non-equilibrium geometry. The level of theory is the ωB97M-V functional and the def2-TZVPD basis.

ORCA input file:
```
! RIJCOSX wB97M-V def2-TZVPD def2/J DEFGRID3
* xyz 0 1
B -2.57989 0.33274 -0.01835
C -0.48177 -2.43033 -0.12467
C 2.34936 1.25752 -0.87901
C 3.01716 0.09142 -0.63412
C 1.06286 1.49422 -0.37755
C 2.71019 -0.91569 0.41444
C -0.53205 0.83919 1.46010
C 0.34029 -1.28992 -0.19345
C 0.88412 0.84680 0.97472
C 1.20148 -0.67375 0.89088
C -3.02474 -0.43936 -1.44650
N -1.16426 -3.36752 -0.19333
N -1.42904 0.24014 0.56307
O -3.68196 0.99722 0.61382
H 2.65825 1.85526 -1.69583
H 3.91919 -0.09976 -1.12345
H 0.82759 2.58504 -0.07818
H 0.27930 1.07189 -0.99722
H 2.74079 -1.94273 -0.03858
H 3.57400 -0.88270 1.17981
H -0.57812 0.45327 2.55094
H -0.95093 1.88758 1.74674
H 0.34954 -1.04244 -1.23312
H 1.55581 1.35493 1.71501
H 1.01321 -1.11977 1.92245
H -4.17458 -0.78040 -1.20540
H -2.35493 -1.42484 -1.60543
H -3.08963 0.15121 -2.32484
H -4.44122 0.95079 0.13703
*
```

Calculated values
**E_LUMO**: -0.071 hartree
**Orbital gap**: 7.14 eV
**Energy relative to the best compared isomer or geometry (same formula, charge and spin)**: 4.097 eV

=====

# 4
This record from the OMol25 dataset describes a molecular structure, C24H33AsClI2P2V in a non-equilibrium geometry. The level of theory is the ωB97M-V functional and the def2-TZVPD basis.

ORCA input file:
```
! RIJCOSX wB97M-V def2-TZVPD def2/J DEFGRID3
* xyz 3 2
I 1.65414 -0.71428 -0.17626
I -0.65127 -1.23333 0.99399
V -1.26936 3.06810 -1.48135
P -0.06429 2.06142 1.34187
C 0.81599 1.72417 2.90367
C 0.78194 3.49351 0.66073
H 0.64768 4.21883 1.47918
H -1.45568 3.45575 2.52058
H 0.39024 3.84476 -0.34336
H -2.38309 2.86133 1.01989
H 1.90461 1.70051 2.68699
H 1.85719 3.23419 0.62507
C -1.70004 2.60612 1.86811
H 0.57342 2.62279 3.49097
H -2.09601 1.79904 2.50594
H 0.40700 0.79927 3.35887
P -0.40505 -1.42126 -2.26542
C 0.35354 -3.09423 -1.91538
C -2.10905 -1.92952 -2.75738
H 0.16650 0.06400 -4.11282
H 0.31987 -1.71624 -4.54929
H 1.60986 -0.91280 -3.59322
C 0.51982 -0.93842 -3.79008
H -2.66889 -1.00887 -3.02371
H -1.96999 -2.61932 -3.60999
H 0.03368 -3.69646 -2.79010
H -0.05632 -3.42666 -0.92508
H -2.57320 -2.47349 -1.90983
H 1.45695 -2.91721 -1.87911
Cl -2.52523 3.62671 -3.32558
C 6.13903 -1.19159 1.63046
C 5.45849 -2.14982 0.82584
C 4.14035 -2.54389 1.09602
C 3.45300 -1.88424 2.11351
C 4.07548 -0.87551 2.86958
C 5.42305 -0.51819 2.65303
As 1.47244 -2.31557 2.39317
C 1.02932 -4.15774 2.07890
C -0.29918 -4.58489 1.92031
C -0.42782 -5.94041 1.56229
C 0.69441 -6.79084 1.50091
C 1.99467 -6.34387 1.71132
C 2.15295 -5.00833 2.03814
C 0.89308 -1.93215 4.23801
C -0.43530 -1.56806 4.61371
C -0.65644 -1.39455 5.99012
C 0.40761 -1.50239 6.89556
C 1.71487 -1.80422 6.47300
C 1.93336 -2.05241 5.14178
H 7.13403 -0.80030 1.31868
H 5.89872 -2.54391 -0.10414
H 3.66007 -3.38561 0.57534
H 3.46421 -0.28724 3.56331
H 5.82949 0.40034 3.13443
H -1.10187 -3.84723 2.11128
H -1.43822 -6.32566 1.38498
H 0.58401 -7.85168 1.32593
H 2.91587 -6.93240 1.62911
H 3.17422 -4.68887 2.22573
H -1.23601 -1.58843 3.84535
H -1.70629 -1.26310 6.26797
H 0.21415 -1.37483 7.93719
H 2.57607 -1.82030 7.11706
H 2.96218 -2.27954 4.83305
*
```

Calculated values
**E_LUMO (spin up / spin down)**: -0.411 / -0.410 hartree
**Orbital gap (spin up / spin down)**: 4.72 / 4.88 eV
**⟨S²⟩**: 0.83

=====

# 5
This record from the OMol25 dataset describes a molecular structure, C34H40IrN5OP. The level of theory is the ωB97M-V functional and the def2-TZVPD basis.

ORCA input file:
```
! RIJCOSX wB97M-V def2-TZVPD def2/J DEFGRID3
* xyz 3 1
Ir 0.72188 0.37893 0.44234
C 1.11562 -0.07583 4.14634
C 1.32431 -0.90829 2.92231
C 0.22610 -1.12658 1.98023
C 0.17996 -2.44603 1.33602
C -1.10681 -2.97568 0.80523
C 1.30757 -3.21512 1.32546
C 2.48352 -2.80582 1.98352
C 3.69841 -3.65861 1.95311
C 2.46922 -1.64268 2.78315
H 0.75895 -0.77248 4.91320
H 0.33833 0.67532 4.04251
H 2.03976 0.36458 4.51422
H -0.74781 -0.72773 2.25073
H -1.57401 -3.55577 1.60891
H -0.96733 -3.65664 -0.03226
H -1.80176 -2.19021 0.53086
H 1.29022 -4.18504 0.84033
H 4.60845 -3.05872 1.93358
H 3.69047 -4.36399 1.12492
H 3.73174 -4.24360 2.88034
H 3.32428 -1.43340 3.41507
O 2.48082 1.62600 2.12097
N 1.10441 1.74742 1.88086
C 0.49070 2.64801 2.55044
C -0.92127 2.95048 2.46173
C -1.38060 3.92679 3.34868
C -2.70173 4.34760 3.31990
C -3.56599 3.81045 2.38226
C -3.11962 2.83939 1.48804
C -1.80802 2.38389 1.52605
P -1.33025 1.24256 0.20652
C -2.64159 0.05648 0.00747
C -2.81112 -0.58429 -1.22557
C -3.80248 -1.53894 -1.37887
C -4.62189 -1.86546 -0.30387
C -4.45007 -1.24150 0.92689
C -3.46324 -0.28298 1.08859
C -1.08135 2.28296 -1.22718
C -1.96335 2.37000 -2.30480
C -1.67296 3.23386 -3.35025
C -0.51420 4.00288 -3.32905
C 0.35652 3.93703 -2.24832
C 0.06923 3.08754 -1.19296
H 2.90169 2.47094 1.88801
H 1.08635 3.23088 3.24956
H -0.69362 4.36438 4.06276
H -3.04547 5.10204 4.01416
H -4.59286 4.14751 2.33227
H -3.81361 2.44801 0.75451
H -2.18802 -0.32557 -2.07186
H -3.94653 -2.02096 -2.33664
H -5.40235 -2.60463 -0.42774
H -5.09396 -1.49489 1.75830
H -3.34794 0.20454 2.04858
H -2.87728 1.79248 -2.32462
H -2.35862 3.31569 -4.18293
H -0.30080 4.67382 -4.15052
H 1.23941 4.56158 -2.22273
H 0.72485 3.08325 -0.32393
C 0.56287 -2.03342 -1.82786
N 1.22604 -2.51148 -3.00553
C 2.62928 -2.79428 -2.69577
N 3.31662 -1.57468 -2.24900
C 2.67430 -1.07790 -1.07097
N 1.19301 -0.75419 -1.30026
C 1.17576 0.24185 -2.46959
N 1.83587 -0.26997 -3.62784
C 1.16618 -1.50155 -4.06227
C 3.23556 -0.56843 -3.31396
H 0.64441 -2.77993 -1.04845
H -0.48627 -1.82202 -2.03418
H 3.12679 -3.17633 -3.58509
H 2.68666 -3.55302 -1.91307
H 3.17294 -0.15585 -0.74353
H 2.71816 -1.82472 -0.28052
H 1.67804 1.15372 -2.13593
H 0.13183 0.46551 -2.69025
H 1.65784 -1.87992 -4.95645
H 0.12455 -1.28376 -4.30387
H 3.74405 0.34319 -2.99564
H 3.73123 -0.94868 -4.20485
*
```

Calculated values
**E_LUMO**: -0.403 hartree
**Orbital gap**: 5.67 eV
**Energy relative to the best compared isomer or geometry (same formula, charge and spin)**: 1.747 eV